{
  "formula": "C38H60FI2N6O",
  "method": "ωB97M-V with the def2-TZVPD basis set",
  "elements": ["C", "C", "C", "C", "C", "C", "C", "C", "C", "N", "C", "C", "C", "F", "C", "C", "C", "O", "I", "C", "C", "I", "C", "H", "H", "H", "H", "H", "H", "H", "H", "H", "H", "H", "H", "H", "H", "H", "H", "H", "H", "H", "H", "H", "H", "H", "H", "H", "C", "C", "C", "C", "N", "H", "H", "H", "H", "H", "H", "H", "C", "C", "C", "C", "N", "H", "H", "H", "H", "H", "H", "H", "C", "C", "C", "C", "N", "H", "H", "H", "H", "H", "H", "H", "C", "C", "C", "C", "N", "H", "H", "H", "H", "H", "H", "H", "C", "C", "C", "C", "N", "H", "H", "H", "H", "H", "H", "H"],
  "coordinates": [[-2.23896, -1.80191, 3.12917], [-1.23706, -1.41469, 2.07507], [0.04535, -1.95740, 2.07577], [0.95342, -1.60917, 1.08711], [0.59977, -0.69946, 0.09813], [-0.66797, -0.12347, 0.08914], [-1.14511, 0.84022, -0.98027], [-0.06414, 1.67212, -1.67114], [0.78034, 2.41795, -0.64724], [1.78484, 3.32409, -1.29939], [2.72592, 2.61529, -2.22529], [3.62297, 1.56089, -1.56521], [3.62191, 0.26573, -2.37099], [3.55035, 0.57562, -3.72794], [1.10109, 4.46458, -2.02848], [1.32177, 5.75695, -1.25795], [1.28543, 7.04648, -2.05492], [0.92021, 8.07519, -1.60101], [2.02685, 7.00486, -4.07896], [-0.37258, 4.14579, -2.25906], [-0.57278, 2.70621, -2.72240], [-2.62088, 2.50076, -3.30951], [-1.56838, -0.50040, 1.07835], [-1.84474, -2.62791, 3.71034], [-2.37787, -0.95900, 3.80855], [-3.18226, -2.09040, 2.67258], [0.32077, -2.67526, 2.83627], [1.93987, -2.05380, 1.07928], [1.32021, -0.46385, -0.67246], [-1.63041, 0.24407, -1.75519], [-1.89928, 1.49460, -0.54129], [0.56578, 0.97147, -2.22335], [1.32587, 1.75115, 0.01351], [0.15033, 3.02421, 0.00247], [2.34404, 3.70192, -0.52273], [3.35245, 3.39047, -2.66329], [2.15656, 2.19578, -3.04810], [4.64146, 1.94635, -1.52609], [3.34463, 1.33484, -0.53537], [4.52845, -0.31249, -2.19908], [2.76799, -0.36823, -2.13472], [1.55975, 4.55725, -3.01183], [0.55636, 5.87479, -0.48902], [2.27828, 5.75084, -0.73334], [-0.76067, 4.83865, -3.00459], [-0.94089, 4.32398, -1.34342], [-0.01583, 2.56504, -3.64750], [-2.56892, -0.07903, 1.06567], [-4.87338, -6.31491, 1.44512], [-4.38817, -7.11107, 2.65071], [-3.82319, -6.22157, 3.76252], [-2.60787, -5.52123, 3.35707], [-1.65042, -4.97519, 3.03862], [-4.05914, -5.77221, 0.96323], [-5.31652, -6.97788, 0.70213], [-5.63213, -5.58629, 1.73764], [-3.62837, -7.83042, 2.34003], [-5.21409, -7.68572, 3.07304], [-3.58406, -6.81835, 4.64423], [-4.56083, -5.48006, 4.07460], [0.55150, -3.49761, 8.57360], [0.75634, -4.12944, 7.20202], [-0.05216, -3.43456, 6.10144], [-1.49189, -3.58165, 6.29687], [-2.62129, -3.72224, 6.44592], [-0.48532, -3.58817, 8.89998], [1.17874, -3.98537, 9.31897], [0.81082, -2.43714, 8.55940], [0.48656, -5.18589, 7.23625], [1.81151, -4.08072, 6.92753], [0.19490, -3.85463, 5.12374], [0.18992, -2.36997, 6.06744], [2.13470, -0.78623, -6.33529], [1.47159, -0.55495, -7.68701], [0.31201, 0.44351, -7.59532], [-0.77346, -0.03369, -6.73867], [-1.61772, -0.38980, -6.04723], [1.43735, -1.24369, -5.63090], [2.99132, -1.45209, -6.43483], [2.48797, 0.15133, -5.90481], [1.11419, -1.50410, -8.08825], [2.19633, -0.16228, -8.40157], [-0.09210, 0.65502, -8.58622], [0.66982, 1.39199, -7.18900], [-3.85613, -2.03621, -3.80722], [-5.10430, -1.82836, -2.95714], [-4.77512, -1.50356, -1.49484], [-4.09764, -2.59749, -0.80072], [-3.55658, -3.45102, -0.25587], [-3.29003, -2.90973, -3.48038], [-4.11599, -2.18057, -4.85426], [-3.20211, -1.16579, -3.73610], [-5.74320, -2.71119, -3.00976], [-5.68607, -0.99379, -3.35287], [-5.68592, -1.26077, -0.94465], [-4.13055, -0.62138, -1.44975], [6.11738, 4.89452, 2.80558], [5.11999, 6.00037, 3.12914], [3.70658, 5.46778, 3.40275], [3.11414, 4.85383, 2.22013], [2.64650, 4.38235, 1.28419], [5.85095, 4.37210, 1.88443], [7.11553, 5.30829, 2.67310], [6.16431, 4.15947, 3.61047], [5.08531, 6.72379, 2.31299], [5.44483, 6.54236, 4.01693], [3.04734, 6.27461, 3.72736], [3.72307, 4.72599, 4.20318]],
  "forces_ev_per_a": [[0.562, 0.278, -0.033], [-0.001, -0.060, -0.052], [-0.021, 0.078, -0.140], [-0.089, 0.097, 0.005], [-0.043, -0.080, 0.090], [0.063, 0.039, 0.088], [0.234, -0.253, 0.162], [-0.045, 0.113, -0.246], [0.067, -0.226, 0.173], [-0.070, -0.280, -0.178], [0.290, 0.033, 0.029], [0.144, -0.052, -0.177], [-0.053, -0.048, 0.152], [0.172, -0.060, 0.035], [-0.156, 0.178, -0.080], [-0.278, -0.035, 0.009], [-0.172, 0.355, 0.185], [0.056, -0.239, -0.085], [0.081, -0.031, -0.113], [-0.073, -0.028, 0.278], [0.043, 0.029, 0.053], [-0.055, -0.017, -0.185], [0.052, -0.015, 0.047], [-0.193, -0.124, 0.007], [-0.272, 0.009, -0.003], [-0.108, -0.014, 0.094], [-0.033, -0.064, -0.010], [0.027, -0.026, -0.001], [0.026, 0.030, -0.092], [-0.141, 0.115, -0.042], [-0.072, 0.047, -0.058], [0.091, -0.056, 0.088], [-0.005, -0.113, -0.064], [0.081, 0.160, -0.031], [-0.147, 0.146, 0.128], [-0.057, 0.085, 0.024], [-0.167, -0.016, 0.069], [-0.009, 0.045, 0.022], [-0.114, 0.009, 0.021], [0.031, 0.040, -0.030], [-0.102, 0.042, -0.090], [0.270, -0.193, 0.092], [0.036, 0.034, 0.088], [0.130, 0.084, -0.136], [0.052, 0.053, -0.037], [-0.082, 0.031, -0.026], [-0.121, -0.037, -0.093], [-0.024, 0.022, 0.029], [0.062, -0.036, -0.010], [-0.080, 0.048, -0.142], [-0.079, -0.172, 0.068], [-0.036, 0.044, 0.034], [0.193, -0.035, 0.005], [-0.006, 0.020, 0.044], [-0.010, -0.002, -0.005], [-0.008, 0.007, 0.008], [0.016, -0.006, 0.035], [0.013, 0.001, 0.041], [0.037, 0.041, 0.018], [0.034, 0.055, -0.011], [-0.004, -0.046, -0.024], [0.026, 0.057, 0.150], [0.187, -0.090, -0.072], [-0.065, -0.008, -0.040], [-0.045, -0.004, 0.018], [-0.012, 0.019, -0.016], [-0.006, 0.004, 0.013], [-0.002, 0.005, 0.003], [-0.005, -0.010, -0.048], [-0.009, 0.005, -0.046], [-0.092, -0.021, -0.017], [-0.046, 0.021, 0.021], [0.000, -0.046, -0.084], [0.047, -0.039, 0.150], [0.093, -0.070, -0.202], [-0.006, 0.126, 0.019], [0.015, -0.035, 0.063], [-0.009, 0.016, 0.009], [0.007, 0.004, 0.027], [0.017, 0.010, -0.007], [-0.067, 0.033, -0.044], [-0.010, 0.024, 0.004], [-0.073, -0.017, 0.030], [-0.015, 0.017, 0.019], [-0.058, 0.024, 0.159], [0.121, -0.055, -0.118], [-0.174, 0.064, -0.096], [0.065, 0.035, 0.021], [0.002, -0.007, 0.000], [-0.014, -0.012, 0.046], [0.038, 0.048, -0.017], [0.048, 0.017, -0.129], [-0.034, 0.007, 0.094], [-0.009, 0.006, 0.012], [0.020, -0.038, 0.046], [0.032, -0.005, 0.011], [-0.042, 0.031, -0.005], [0.148, -0.094, -0.057], [0.085, 0.179, 0.120], [-0.097, -0.057, 0.044], [0.158, -0.079, -0.071], [-0.011, -0.010, 0.007], [0.008, -0.008, -0.009], [0.005, -0.004, 0.003], [-0.042, 0.030, 0.020], [-0.050, 0.008, 0.024], [-0.053, -0.024, -0.048], [-0.015, -0.057, -0.036]],
  "lowdin_charge": [-0.046, -0.250, -0.037, -0.061, -0.063, -0.213, -0.179, -0.318, -0.077, -0.046, -0.094, -0.115, -0.170, -0.055, -0.301, -0.147, -0.799, 0.047, 0.897, -0.224, -0.655, 0.962, -0.007, 0.017, 0.088, 0.079, 0.095, 0.104, 0.074, 0.083, 0.102, 0.132, 0.118, 0.150, 0.088, 0.143, 0.119, 0.121, 0.117, 0.128, 0.103, 0.054, 0.137, 0.111, 0.111, 0.121, 0.076, 0.123, -0.116, -0.259, -0.187, -0.217, 0.174, 0.041, 0.072, 0.075, 0.111, 0.107, 0.119, 0.121, -0.108, -0.258, -0.200, -0.253, 0.161, 0.074, 0.073, 0.075, 0.114, 0.107, 0.098, 0.120, -0.114, -0.253, -0.189, -0.225, 0.164, 0.073, 0.078, 0.055, 0.115, 0.110, 0.121, 0.116, -0.114, -0.252, -0.190, -0.219, 0.176, 0.075, 0.072, 0.037, 0.113, 0.108, 0.120, 0.099, -0.102, -0.248, -0.165, -0.150, 0.191, 0.067, 0.078, 0.081, 0.114, 0.115, 0.129, 0.131],
  "gap_ev": 8.7,
  "e_tot_ev": -70280.477,
  "e_lumo_ev": -2.17,
  "homo_ha": -0.401,
  "total_charge": 1
}

---

{
  "formula": "C4H10NSi",
  "method": "ωB97M-V with the def2-TZVPD basis set",
  "elements": ["C", "C", "C", "C", "N", "Si", "H", "H", "H", "H", "H", "H", "H", "H", "H", "H"],
  "coordinates": [[0.57515, 0.92053, 1.69299], [2.52993, 0.22194, -0.45925], [-1.34789, -1.33798, 0.46417], [-1.40394, 1.68630, -0.66591], [1.25111, -0.01384, 0.00124], [-0.44969, 0.30813, 0.21715], [1.48161, 1.29972, 2.13690], [2.51497, 0.77842, -1.40675], [3.17182, 0.74736, 0.25056], [2.98754, -0.75767, -0.66611], [-2.42585, -1.21987, 0.39704], [-1.04254, -2.05607, -0.29304], [-1.12046, -1.76099, 1.43646], [-2.09519, 2.18213, 0.01469], [-0.73610, 2.44539, -1.07025], [-1.99578, 1.28653, -1.48853]],
  "forces_ev_per_a": [[0.058, -1.352, -2.208], [0.922, 0.262, -0.371], [0.391, 0.638, 0.054], [0.711, -0.509, -0.144], [-1.392, 1.273, 1.541], [-1.065, 0.046, 0.712], [0.017, 0.132, 0.287], [-0.034, -0.218, -0.075], [-0.038, -0.157, 0.075], [0.111, -0.011, -0.130], [-0.094, 0.210, -0.045], [0.110, 0.010, -0.150], [0.117, -0.051, 0.159], [0.080, -0.145, 0.304], [0.056, 0.035, 0.027], [0.051, -0.162, -0.037]],
  "mulliken_spin": [0.949, 0.025, 0.035, 0.049, 0.754, 0.025, 0.032, 0.045, 0.005, 0.069, 0.002, -0.002, 0.005, 0.001, 0.002, 0.003],
  "gap_ev": [9.4, 7.3],
  "relative_energy_ev": 1.822,
  "e_tot_ev": -13665.863,
  "e_lumo_ev": [-4.97, -7.48],
  "s_squared": 2.009,
  "spin_multiplicity": 3,
  "homo_ha": [-0.527, -0.542],
  "total_charge": 1
}

---

{
  "formula": "C7H11DyI2N2O2",
  "method": "ωB97M-V with the def2-TZVPD basis set",
  "elements": ["C", "I", "H", "H", "H", "C", "C", "N", "H", "I", "N", "H", "Dy", "C", "O", "C", "C", "H", "H", "H", "C", "H", "H", "H", "O"],
  "coordinates": [[0.12267, -2.68678, -2.79631], [4.58526, -0.81703, -1.40241], [-0.30016, -2.91967, -3.81565], [-0.00069, -3.67880, -2.30634], [1.22774, -2.69485, -2.98500], [-1.02410, 2.17941, -2.33237], [-0.47670, 0.03565, -2.19531], [-1.44755, 0.89264, -1.98042], [0.92943, 2.72354, -3.37048], [1.49664, 2.39839, 0.61046], [0.56681, 0.73081, -2.74099], [-1.70465, 3.00474, -2.24660], [2.07917, 0.04230, -0.85398], [-0.35200, -1.48327, -1.94458], [-1.49254, -2.06841, -1.84017], [0.21057, 2.09109, -2.88631], [1.59944, 0.10508, -3.57240], [2.58850, 0.52977, -3.28171], [1.43481, 0.35089, -4.62049], [1.56369, -0.98728, -3.51352], [-2.68714, 0.68096, -1.24771], [-3.44087, 1.32166, -1.71251], [-2.64391, 0.91910, -0.17534], [-2.97630, -0.34753, -1.40122], [0.69148, -1.53041, -0.91104]],
  "forces_ev_per_a": [[3.657, -1.039, -3.648], [2.973, -0.965, -0.584], [-0.165, 0.990, 0.756], [-0.243, 1.300, 0.544], [0.080, -0.033, -0.128], [0.237, -0.018, -0.692], [1.635, -1.183, -1.764], [-0.049, 1.315, 1.076], [-0.250, 0.517, 0.200], [-0.418, 1.497, 0.874], [-1.007, 0.382, -0.986], [0.070, 0.103, 0.123], [-0.545, -0.213, 1.789], [1.104, -3.478, 0.058], [-4.941, 1.511, 2.939], [-0.473, -1.471, 0.354], [0.509, 0.453, -0.289], [-0.549, -0.492, -0.379], [-0.191, 0.238, -0.198], [0.141, 0.337, 0.407], [-0.615, -0.004, -0.265], [0.061, 0.093, 0.055], [0.469, -0.092, -0.422], [0.141, -0.477, 0.148], [-1.634, 0.727, 0.032]],
  "mulliken_spin": [0.015, 0.044, 0.000, -0.008, 0.058, -0.120, 1.186, -0.308, 0.317, 0.007, -2.052, -0.329, 5.371, -0.506, 0.050, 0.795, 0.386, 0.156, -0.515, 0.306, 0.264, -0.132, 0.016, 0.018, -0.020],
  "gap_ev": [1.9, 4.3],
  "relative_energy_ev": 0.000,
  "e_tot_ev": -54795.045,
  "e_lumo_ev": [4.66, 4.72],
  "s_squared": 9.723,
  "spin_multiplicity": 6,
  "homo_ha": [0.101, 0.016],
  "total_charge": -2
}

---

Repeat the second record exactly.
{
  "formula": "C4H10NSi",
  "method": "ωB97M-V with the def2-TZVPD basis set",
  "elements": ["C", "C", "C", "C", "N", "Si", "H", "H", "H", "H", "H", "H", "H", "H", "H", "H"],
  "coordinates": [[0.57515, 0.92053, 1.69299], [2.52993, 0.22194, -0.45925], [-1.34789, -1.33798, 0.46417], [-1.40394, 1.68630, -0.66591], [1.25111, -0.01384, 0.00124], [-0.44969, 0.30813, 0.21715], [1.48161, 1.29972, 2.13690], [2.51497, 0.77842, -1.40675], [3.17182, 0.74736, 0.25056], [2.98754, -0.75767, -0.66611], [-2.42585, -1.21987, 0.39704], [-1.04254, -2.05607, -0.29304], [-1.12046, -1.76099, 1.43646], [-2.09519, 2.18213, 0.01469], [-0.73610, 2.44539, -1.07025], [-1.99578, 1.28653, -1.48853]],
  "forces_ev_per_a": [[0.058, -1.352, -2.208], [0.922, 0.262, -0.371], [0.391, 0.638, 0.054], [0.711, -0.509, -0.144], [-1.392, 1.273, 1.541], [-1.065, 0.046, 0.712], [0.017, 0.132, 0.287], [-0.034, -0.218, -0.075], [-0.038, -0.157, 0.075], [0.111, -0.011, -0.130], [-0.094, 0.210, -0.045], [0.110, 0.010, -0.150], [0.117, -0.051, 0.159], [0.080, -0.145, 0.304], [0.056, 0.035, 0.027], [0.051, -0.162, -0.037]],
  "mulliken_spin": [0.949, 0.025, 0.035, 0.049, 0.754, 0.025, 0.032, 0.045, 0.005, 0.069, 0.002, -0.002, 0.005, 0.001, 0.002, 0.003],
  "gap_ev": [9.4, 7.3],
  "relative_energy_ev": 1.822,
  "e_tot_ev": -13665.863,
  "e_lumo_ev": [-4.97, -7.48],
  "s_squared": 2.009,
  "spin_multiplicity": 3,
  "homo_ha": [-0.527, -0.542],
  "total_charge": 1
}

---

Number 1 is which compound?
C38H60FI2N6O